No. 1
Entry from the Open Molecules 2025 dataset: a gas-phase ion, C3H5O4 (charge +1) at a distorted geometry (ωB97M-V with the def2-TZVPD basis set).

Values from the calculation:
- E_tot: -417.4930 Ha
- Charge: +1
- Strongest force on any atom: 3.81 eV/Å
- Orbital gap (alpha / beta): 5.572 / 3.588 eV

```
12
Properties=species:S:1:pos:R:3:forces:R:3:nbo_charge:R:1
C -0.974279 0.662249 0.080122 1.47 -3.49 -0.43 0.02
C 0.321794 0.264926 -0.078471 -2.45 -0.26 -0.33 0.13
C -1.990453 -0.360530 0.046756 -1.25 -0.76 -0.51 -0.73
O 3.901710 -1.013262 0.036677 -1.15 0.91 -0.01 0.05
O 1.226239 1.166304 0.022005 1.91 1.93 0.99 -0.07
O 2.536232 0.844566 0.007276 0.48 1.28 -0.89 0.09
O 2.725868 -0.682880 0.036824 0.83 -2.24 0.57 0.16
H -1.026717 1.638047 0.315437 -1.34 3.43 0.68 0.23
H 0.493622 -0.710466 -0.333134 1.07 -2.21 -0.74 0.22
H -2.657736 -0.340314 -0.822075 0.63 0.13 -1.24 0.32
H -1.677737 -1.457724 0.117502 -0.37 1.75 0.36 0.27
H -2.878540 -0.010916 0.571080 0.17 -0.47 1.53 0.30
```
Forces are in eV/Å.



No. 2
Entry from the Open Molecules 2025 dataset: a molecular structure, C30H25Br2F5Pd at a distorted geometry (ωB97M-V with the def2-TZVPD basis set).

Values from the calculation:
- Multiplicity: 3
- E_tot: -6933.3075 Ha
- Charge: 0
- Strongest force on any atom: 3.61 eV/Å
- Orbital gap (alpha / beta): 9.569 / 6.353 eV
- <S²>: 2.005

```
63
Properties=species:S:1:pos:R:3:forces:R:3:nbo_charge:R:1
Pd -0.505599 -0.006749 -0.068425 -0.17 -2.45 -0.29 1.17
Br -2.578519 0.447940 1.336371 0.48 -0.21 -0.38 -0.58
Br 1.663236 -0.999214 -1.131797 -0.77 0.45 0.49 -0.65
F 0.795587 -0.590853 2.311872 -0.64 -1.49 -0.75 -0.32
C 2.010177 -0.186279 2.616841 2.08 2.84 0.82 0.41
C 2.032841 1.056176 3.262995 0.32 -1.54 0.23 -0.28
C 3.240338 1.519261 3.760011 -1.07 0.53 -0.03 -0.21
C 4.422948 0.841161 3.570721 0.45 0.33 -1.01 -0.24
C 4.429111 -0.321648 2.787722 0.08 0.82 1.12 -0.19
C 3.242001 -0.793148 2.299835 -2.39 -1.56 0.00 -0.29
H 1.110718 1.567519 3.496691 -0.09 0.01 -0.12 0.23
H 3.095364 2.455959 4.277681 0.88 0.19 0.24 0.22
H 5.356010 1.326233 3.816690 0.11 -0.24 0.49 0.21
H 5.343126 -0.889860 2.697570 0.02 0.03 -0.39 0.22
H 3.154567 -1.758816 1.824202 0.30 -0.06 -0.34 0.23
F -0.822007 1.873804 -1.343018 0.02 0.22 -0.10 -0.35
C -1.312198 2.764534 -2.207207 -0.32 0.49 -2.10 0.39
C -2.080673 3.820417 -1.722060 0.60 -1.35 0.59 -0.28
C -2.540485 4.729200 -2.615217 -0.01 0.48 -1.04 -0.18
C -2.218689 4.584947 -3.976011 -1.12 1.11 -0.54 -0.23
C -1.556875 3.519683 -4.499333 1.12 -2.25 1.84 -0.19
C -1.064328 2.549082 -3.567973 -0.63 1.05 0.30 -0.27
H -2.331996 3.819124 -0.671706 0.02 0.18 0.02 0.23
H -3.172380 5.530352 -2.261289 0.03 0.17 -0.20 0.22
H -2.593713 5.279649 -4.713004 -0.20 0.41 0.22 0.21
H -1.418849 3.310818 -5.549912 -0.02 0.41 -0.07 0.22
H -0.541755 1.658062 -3.883260 0.11 -0.01 0.03 0.23
F 0.159260 1.726497 0.826832 1.04 2.03 1.61 -0.36
C 0.617465 2.997760 1.048458 0.70 1.83 -0.33 0.38
C -0.263317 4.062535 1.294401 -0.82 -2.11 -0.45 -0.27
C 0.218361 5.330090 1.398638 0.24 -0.08 0.86 -0.20
C 1.566084 5.532556 1.401354 1.89 0.42 -0.10 -0.21
C 2.532820 4.505154 1.194511 -2.62 0.40 -0.52 -0.20
C 1.992558 3.230692 0.931267 0.19 0.16 0.39 -0.26
H -1.331967 3.935823 1.385652 -0.04 -0.54 -0.02 0.24
H -0.428032 6.150527 1.673340 -0.18 0.01 -0.30 0.22
H 1.791198 6.574806 1.572938 0.92 0.00 -0.02 0.21
H 3.587642 4.717455 1.101459 -0.02 -0.10 0.16 0.23
H 2.658283 2.419536 0.675863 -0.07 -0.23 0.02 0.25
F -1.004687 -2.571690 0.778641 0.06 -0.33 0.50 -0.35
C -0.683683 -3.665901 1.530520 -0.32 0.61 -0.69 0.39
C -1.496467 -4.049258 2.534934 -1.25 -1.20 1.15 -0.28
C -1.273002 -5.300696 3.194472 0.61 2.02 -0.02 -0.19
C -0.106514 -5.986015 2.916398 -0.92 0.02 -1.09 -0.23
C 0.630760 -5.585888 1.782043 0.85 -0.94 1.60 -0.19
C 0.372498 -4.419929 1.125939 0.33 -0.23 -1.30 -0.28
H -2.366371 -3.434309 2.712431 -0.13 -0.05 0.30 0.24
H -1.909794 -5.603107 4.012664 -0.17 -0.01 -0.07 0.22
H 0.064172 -6.909675 3.449409 0.41 -0.04 -0.11 0.22
H 1.489712 -6.188917 1.527200 0.03 -0.03 -0.34 0.22
H 0.819585 -4.160598 0.177640 0.52 0.10 0.11 0.24
F -1.620931 -1.376923 -1.508482 -0.50 -0.22 -0.45 -0.35
C -1.753996 -2.408871 -2.386307 1.66 0.17 -2.35 0.42
C -1.099000 -2.302956 -3.674528 -0.98 0.00 1.91 -0.27
C -1.278572 -3.324746 -4.578914 0.02 0.97 -0.74 -0.20
C -2.059564 -4.405834 -4.317868 -1.00 -0.14 2.19 -0.23
C -2.649923 -4.478111 -3.019962 0.06 -0.80 -0.89 -0.18
C -2.495990 -3.507520 -2.015138 0.55 0.33 -1.27 -0.30
H -0.513385 -1.465923 -4.024965 -0.04 0.31 0.66 0.24
H -0.945109 -3.193601 -5.597733 0.51 0.05 0.00 0.21
H -2.212875 -5.100519 -5.130460 -0.30 -0.42 0.42 0.22
H -3.259051 -5.348501 -2.825574 -0.11 -0.05 0.23 0.21
H -2.906126 -3.501298 -1.016061 -0.25 -0.43 -0.08 0.25
```
Forces are in eV/Å.



No. 3
Entry from the Open Molecules 2025 dataset: a molecular structure, C36H37N5O6S at a distorted geometry (ωB97M-V with the def2-TZVPD basis set).

Values from the calculation:
- E_tot: -2517.0561 Ha
- Charge: 0
- Strongest force on any atom: 5.96 eV/Å
- Orbital gap: 5.063 eV

```
85
Properties=species:S:1:pos:R:3:forces:R:3:lowdin_charge:R:1
C -7.336888 0.650558 2.080383 -0.25 -0.05 0.08 -0.06
C -5.848617 0.790510 1.941364 0.29 0.07 0.00 -0.27
C -5.262348 2.034866 2.186799 0.16 -0.29 -0.05 -0.01
C -3.896982 2.242744 2.000713 -0.10 -0.38 -0.12 -0.19
C -3.299773 3.582078 2.289131 -0.01 0.48 0.31 -0.04
C -3.118473 1.176660 1.522507 -0.18 -0.12 -0.40 -0.12
N -1.802961 1.481885 1.034428 0.53 0.76 -0.73 0.02
C -0.645866 0.893094 1.296118 -3.87 0.09 -3.54 -0.10
N 0.345372 1.379208 0.578881 0.71 1.06 -0.81 0.02
C 1.775213 1.213972 0.756216 -0.35 -0.63 0.78 -0.13
C 2.303821 -0.050246 0.469728 0.85 1.09 0.16 -0.14
C 1.502250 -1.037196 -0.298617 -0.66 -0.09 -0.38 -0.10
C 3.548618 -0.379168 1.008157 0.06 0.19 -0.38 0.03
C 4.231087 0.508793 1.840604 -0.14 -0.07 -0.09 -0.24
C 5.493615 0.072103 2.525280 0.23 -0.03 0.12 -0.04
C 3.705475 1.783774 2.066369 -0.12 0.02 -0.38 0.01
C 2.480839 2.172508 1.520276 -0.09 -0.66 -0.17 -0.19
C 1.882944 3.500449 1.868715 0.03 0.39 0.33 -0.03
C -0.167635 2.314934 -0.431135 0.82 0.28 -0.13 -0.07
C -1.645326 2.314116 -0.173324 -1.35 0.61 -0.07 -0.07
C -3.669058 -0.096276 1.316020 -0.17 0.48 0.03 -0.19
C -2.850860 -1.221367 0.775070 0.09 -0.57 -0.07 -0.02
C -5.034338 -0.278447 1.553847 -0.03 0.34 0.16 0.00
H -7.657920 -0.378656 1.891041 0.00 0.19 0.07 0.08
H -7.659910 0.945267 3.088238 0.02 -0.13 -0.22 0.08
H -7.855904 1.311150 1.370430 0.13 -0.20 0.16 0.09
H -5.888779 2.866359 2.520190 0.19 -0.22 -0.06 0.12
H -2.297881 3.493644 2.721283 -0.15 0.02 -0.21 0.06
H -3.268697 4.227652 1.401263 0.06 -0.14 0.14 0.08
H -3.928331 4.099822 3.022535 0.13 -0.05 -0.12 0.09
H 2.099156 -1.901128 -0.592709 -0.01 0.21 -0.19 0.12
H -0.616338 0.019485 2.048906 0.39 0.87 -0.15 0.05
H 0.981353 -0.590956 -1.147955 0.17 -0.08 -0.04 0.13
H 3.981064 -1.350431 0.763319 -0.17 0.19 0.25 0.13
H 6.248350 0.867994 2.510150 -0.12 -0.19 0.02 0.08
H 5.291881 -0.176062 3.578694 0.05 0.06 -0.28 0.09
H 5.905926 -0.820291 2.041176 -0.03 0.20 0.14 0.08
H 4.249288 2.490783 2.699547 -0.19 -0.24 -0.16 0.13
H 2.561457 4.037675 2.542956 -0.16 -0.09 -0.18 0.09
H 1.733718 4.127872 0.982011 -0.01 -0.09 0.17 0.08
H 0.928472 3.401234 2.406172 0.15 -0.05 -0.25 0.07
H 0.306075 3.291658 -0.306897 -0.14 -0.04 -0.13 0.11
H 0.066113 1.925440 -1.429144 0.08 0.16 0.17 0.13
H -2.190739 1.851587 -1.008358 -0.02 0.09 0.27 0.14
H -2.063075 3.304689 0.004120 0.10 0.03 -0.22 0.11
H -3.491590 -2.104500 0.692265 0.19 0.04 -0.03 0.08
H -2.449237 -1.014386 -0.226636 -0.02 0.07 0.25 0.10
H -2.004594 -1.482770 1.420518 -0.14 0.04 -0.16 0.08
H -5.467550 -1.270163 1.402559 0.08 0.31 -0.01 0.12
C -2.298280 -0.586571 9.968820 -0.07 -0.12 0.15 -0.05
C -1.783907 0.112009 8.743615 0.06 0.15 -0.18 -0.26
C -0.787940 1.091264 8.832243 -0.03 0.17 -0.13 -0.03
C -0.266592 1.687421 7.682665 -0.13 -0.35 -0.42 -0.05
C -0.728713 1.255354 6.426558 -0.44 0.68 0.91 -0.30
S 0.122548 1.649081 4.928698 -0.47 -2.45 -0.95 0.73
O -0.704693 2.327987 3.956225 0.32 0.24 0.52 -0.29
O 1.469881 2.092638 5.172196 -0.54 0.22 0.16 -0.26
N 0.081315 0.015208 4.356142 0.95 1.11 1.31 -0.12
C 0.859773 -0.962976 5.038265 0.61 -0.29 -0.48 -0.16
C 1.439436 -0.942044 6.286756 -0.06 -0.48 0.88 0.08
C 2.273727 -2.021032 6.653656 -0.72 -0.41 -2.13 -0.14
N 2.870838 -2.012843 7.945507 1.43 -0.01 2.76 -0.32
O 3.546651 -3.005113 8.305329 -1.26 1.70 -0.78 0.04
O 2.711186 -1.011069 8.684792 0.13 -1.73 -1.44 0.04
C 2.554914 -3.088212 5.749558 -0.11 0.52 0.90 0.02
C 2.034552 -3.060900 4.462751 -0.39 0.44 0.18 0.02
C 1.214019 -1.976925 4.109864 0.86 -0.40 0.96 -0.06
C 0.827310 -1.498048 2.830810 0.28 0.76 -2.43 -0.10
N 1.121158 -2.070741 1.650411 -2.17 1.38 3.01 -0.26
O 1.998390 -2.895585 1.422739 1.37 -2.16 -0.53 -0.04
O 0.434726 -1.505837 0.552021 0.66 -0.02 -0.27 -0.04
C 0.371091 -0.119285 2.928888 2.46 -2.88 4.60 -0.17
C -1.826359 0.389351 6.336414 0.18 0.05 -0.02 -0.05
C -2.321178 -0.200510 7.489327 0.01 0.21 0.08 -0.02
H -2.852063 -1.484237 9.680533 0.09 0.08 0.12 0.08
H -1.479165 -0.878254 10.633639 -0.11 0.04 -0.11 0.09
H -2.979590 0.050052 10.545196 0.12 -0.02 -0.11 0.09
H -0.402942 1.378598 9.814833 -0.10 -0.09 -0.36 0.12
H 0.516042 2.442860 7.741553 -0.05 -0.31 0.00 0.12
H 1.264183 -0.135883 6.994812 0.22 -0.34 -0.18 0.10
H 3.194450 -3.904057 6.080326 -0.14 0.28 -0.05 0.12
H 2.263422 -3.819590 3.715075 0.06 0.26 0.28 0.11
H 1.183637 0.586996 2.708541 -0.48 -0.30 -0.29 0.13
H -2.263182 0.154351 5.368163 0.24 -0.04 0.19 0.12
H -3.134875 -0.924759 7.417875 0.22 0.22 0.01 0.12
```
Forces are in eV/Å.



Question: Among the records above, which one has the highest E_tot?
Answer: C3H5O4



Question: Look up the charge of the third one.
Answer: 0



Question: Look up the strongest force on any atom of the second one.
Answer: 3.61 eV/Å